Formula: C23H14BrCl5F6N3O11RuS3
Source: the OMol25 dataset
Level of theory: ωB97M-V/def2-TZVPD

relative energy (zero: lowest compared OMol25 entry of this formula, charge and spin) = 72.0 kJ/mol
orbital gap (spin up / spin down) = 7.806 / 7.391 eV
⟨S²⟩ = 8.76
net charge = -2
2S+1 = 6

Last column: Mulliken charge in e.
Geometry (Å):
Ru  3.63710  1.02875  0.58290  0.37
N  5.31948  0.40626  -0.69220  0.01
N  6.27013  1.41659  -0.85340  -0.46
C  5.89774  2.72296  -0.39718  0.65
O  6.40899  3.65713  -0.96262  -0.66
O  4.95314  2.61282  0.51958  -0.73
H  5.84234  -0.42311  -0.36196  0.27
H  4.97257  0.19944  -1.60718  0.33
H  6.72200  1.51222  -1.71890  0.26
Cl  5.12560  0.42763  3.69651  -0.21
C  3.41027  0.81514  3.77484  1.18
C  2.78767  1.27779  2.64933  -1.09
C  1.38173  1.55809  2.70043  0.26
Cl  0.57058  2.14252  1.28530  -0.08
C  0.63548  1.40404  3.85075  -0.07
Cl  -1.10118  1.53330  3.74203  -0.06
C  1.33463  1.11162  5.05033  0.40
Cl  0.34758  1.09844  6.47292  -0.21
C  2.71298  0.82069  4.98869  0.35
Cl  3.58971  0.65874  6.51602  -0.24
C  -2.49584  -2.80019  -1.58727  -1.82
C  -1.08264  -2.74929  -1.06397  1.15
C  -0.11234  -3.63645  -1.45289  -0.82
C  1.17000  -3.48840  -0.89965  -0.52
C  1.56228  -2.34747  -0.21147  -0.23
C  0.56139  -1.37480  0.09890  0.57
C  -0.75759  -1.68049  -0.25926  -0.60
S  3.21067  -2.20877  0.28010  1.49
O  3.95086  -1.81057  -0.90266  -0.75
O  3.63749  -3.48733  0.84829  -0.78
O  3.27159  -1.07352  1.21948  -0.35
H  -2.38448  -3.40875  -2.53129  0.36
H  -2.96439  -1.89677  -1.90346  0.35
H  -3.07534  -3.37447  -0.88658  0.37
H  -0.29886  -4.55128  -2.09009  0.24
H  1.84857  -4.22440  -1.28615  0.37
H  0.76061  -0.42577  0.65826  -0.09
H  -1.58790  -0.98379  -0.03144  0.49
F  -4.82119  -1.47136  -0.76637  -0.24
C  -5.23485  -0.94965  0.39142  0.69
F  -4.21668  -0.95556  1.21671  -0.20
F  -6.15560  -1.77751  0.83877  -0.27
S  -5.82837  0.77785  -0.01258  0.96
O  -4.67532  1.40523  -0.66355  -0.58
O  -7.01650  0.61280  -0.77384  -0.67
N  -6.13584  1.14473  1.47432  -0.35
S  -6.44883  2.56824  2.06428  1.04
O  -7.61739  2.53831  2.90333  -0.69
O  -6.37380  3.64986  1.11490  -0.66
C  -5.01445  2.82651  3.23327  0.66
F  -3.84317  2.80890  2.63433  -0.19
F  -5.22407  3.94175  3.87433  -0.25
F  -5.00038  1.90547  4.22870  -0.26
Br  0.12391  2.79493  -2.54465  -0.18
C  0.17100  1.06572  -3.21855  0.64
C  -1.00562  0.66396  -3.87063  -0.70
C  -1.10435  -0.61272  -4.39399  -0.42
C  0.05503  -1.41254  -4.39206  -0.78
C  1.22042  -0.97266  -3.74011  -0.27
C  1.28633  0.26145  -3.11047  0.22
C  2.55020  0.68134  -2.43868  0.08
O  3.63522  0.62726  -3.06622  -0.81
O  2.40737  0.89636  -1.19579  -0.10
H  -1.79025  1.39471  -3.83453  0.42
H  -2.11789  -0.90927  -4.76115  0.34
H  0.05169  -2.36098  -4.81293  0.49
H  2.09077  -1.60167  -3.61330  0.39

***

Formula: C5H4N2O4PbS
Source: the OMol25 dataset
Level of theory: ωB97M-V/def2-TZVPD

orbital gap = 5.408 eV
net charge = +2
2S+1 = 1

Last column: Mulliken charge in e.
Geometry (Å):
O  0.03090  -2.95890  -0.00120  -0.12
C  0.01880  -1.81070  -0.00060  -0.92
Pb  0.00000  0.00000  0.00000  3.98
O  -2.56360  -0.02600  -1.47930  -0.10
C  -1.56610  -0.01580  -0.90380  0.06
C  1.56600  0.01590  -0.90380  0.06
O  2.56340  0.02570  -1.47950  -0.10
C  -0.01870  1.81080  0.00040  -0.92
O  -0.03080  2.95900  0.00080  -0.12
N  0.00000  1.22830  4.32640  -0.38
C  0.00000  0.00000  3.62000  0.71
N  0.00000  -1.22830  4.32640  -0.38
S  0.00000  0.00000  2.00000  -0.68
H  0.00000  1.23650  5.35640  0.24
H  0.00000  2.12580  3.81990  0.21
H  0.00000  -2.12580  3.81990  0.21
H  0.00000  -1.23650  5.35640  0.24

***

Formula: C2H3FeLiO
Source: the OMol25 dataset
Level of theory: ωB97M-V/def2-TZVPD

orbital gap (spin up / spin down) = 8.055 / 8.476 eV
⟨S²⟩ = 12.02
net charge = +2
2S+1 = 7

Last column: Mulliken charge in e.
Geometry (Å):
O  -0.40824  -1.83577  0.44467  -0.39
C  0.23436  -1.14586  -0.43384  0.10
Fe  -1.16195  -0.31551  1.30368  0.84
Li  -0.50209  0.40829  -1.62261  1.00
H  1.16940  -1.64274  -0.78662  0.39
C  0.02513  1.12637  0.49114  -1.26
H  -0.44290  2.11662  0.35140  0.67
H  1.08629  1.28860  0.25218  0.65

***

Formula: C24H32N2O4S
Source: the OMol25 dataset
Level of theory: ωB97M-V/def2-TZVPD

relative energy (zero: lowest compared OMol25 entry of this formula, charge and spin) = 24.5 kJ/mol
orbital gap = 8.447 eV
net charge = 0
2S+1 = 1

Last column: Mulliken charge in e.
Geometry (Å):
C  3.75168  2.26847  -2.79918  -1.06
C  4.45188  2.16588  -4.15076  0.90
C  5.45682  3.30121  -4.32579  -1.67
C  5.17171  0.81934  -4.29074  -1.13
N  4.25907  -0.29810  -4.25316  -0.04
C  4.34827  -1.30168  -3.36563  0.59
O  5.21642  -1.41006  -2.52637  -0.67
C  3.24044  -2.35325  -3.53419  -0.56
O  2.02484  -1.81813  -4.00743  -0.56
C  1.30669  -1.00766  -3.17175  0.94
C  1.69606  -0.64628  -1.88605  -0.45
C  0.89358  0.19116  -1.13136  -0.59
C  -0.30532  0.66137  -1.64308  -0.02
S  -1.32986  1.77994  -0.71931  -0.35
C  -1.21190  1.11736  0.92390  0.05
C  -1.17802  1.99934  1.99770  -0.54
C  -1.14323  1.51319  3.28642  -0.63
C  -1.13751  0.13793  3.52405  0.70
O  -1.10811  -0.23588  4.83975  -0.56
C  -1.22240  -1.60734  5.14668  -0.56
C  -2.59924  -2.19659  4.79634  0.54
O  -2.74695  -3.36841  4.52398  -0.67
N  -3.58597  -1.28922  4.86366  -0.05
C  -4.96658  -1.57319  4.55818  -1.22
C  -5.45740  -0.87760  3.27794  0.89
C  -5.25925  0.63582  3.35462  -1.48
C  -4.76029  -1.44636  2.04641  -1.31
C  -1.17572  -0.74138  2.44699  -0.39
C  -1.21967  -0.24912  1.15446  -0.52
C  -0.69312  0.30992  -2.93069  -0.46
C  0.10762  -0.51594  -3.68891  -0.77
H  3.24623  3.22654  -2.70486  0.46
H  3.00991  1.48147  -2.68447  0.00
H  4.47559  2.17799  -1.99260  0.34
H  3.69756  2.23738  -4.94409  0.25
H  5.94100  3.24397  -5.29806  0.41
H  4.95738  4.26353  -4.24732  0.41
H  6.22305  3.24789  -3.55601  0.36
H  5.72959  0.79654  -5.23440  0.33
H  5.87306  0.67478  -3.46564  0.37
H  3.48694  -0.29779  -4.90368  0.27
H  3.55909  -3.06742  -4.29994  0.35
H  3.11063  -2.89387  -2.59003  0.37
H  2.62677  -0.99077  -1.46416  0.37
H  1.20883  0.47694  -0.13904  0.53
H  -1.18362  3.06249  1.81461  0.45
H  -1.11382  2.18318  4.13134  0.45
H  -0.43990  -2.20500  4.66629  0.36
H  -1.08668  -1.67228  6.23064  0.36
H  -3.34620  -0.33664  5.09381  0.31
H  -5.04369  -2.65700  4.44557  0.44
H  -5.58522  -1.25892  5.40601  0.42
H  -6.53031  -1.08583  3.20269  0.33
H  -5.68685  1.03780  4.27112  0.37
H  -5.74653  1.11872  2.51126  0.44
H  -4.20178  0.89122  3.31470  0.19
H  -5.15378  -0.98766  1.14245  0.46
H  -4.90866  -2.52147  1.98407  0.40
H  -3.69213  -1.24847  2.09028  0.05
H  -1.18807  -1.80944  2.59626  0.37
H  -1.26211  -0.93846  0.32441  0.53
H  -1.62127  0.68839  -3.32971  0.44
H  -0.17953  -0.80256  -4.68821  0.45

***

Formula: C2H2BrOS
Source: the OMol25 dataset
Level of theory: ωB97M-V/def2-TZVPD

relative energy (zero: lowest compared OMol25 entry of this formula, charge and spin) = 202.2 kJ/mol
orbital gap (spin up / spin down) = 5.667 / 5.668 eV
net charge = -1
2S+1 = 1

Last column: Mulliken charge in e.
Geometry (Å):
C  1.28929  3.90904  -1.01243  0.57
C  -0.33689  0.09937  -0.54541  -0.70
O  2.03763  4.61091  -1.65113  -0.53
S  0.54842  2.59468  -0.62666  -0.31
Br  -2.22426  0.09064  -0.41203  -0.31
H  0.03378  -0.72483  -1.23546  0.18
H  0.17561  -0.02991  0.54588  0.09

***

Formula: C19H24N2O5S
Source: the OMol25 dataset
Level of theory: ωB97M-V/def2-TZVPD

relative energy (zero: lowest compared OMol25 entry of this formula, charge and spin) = 289.6 kJ/mol
orbital gap = 9.126 eV
net charge = 0
2S+1 = 1

Last column: Mulliken charge in e.
Geometry (Å):
C  -4.02170  -3.28483  0.60432  -0.87
C  -4.59870  -2.13562  1.42332  -0.37
C  -4.75016  -0.86331  0.59050  -0.90
N  -3.47388  -0.44425  0.05606  0.33
C  -3.23989  -0.35236  -1.26136  0.59
O  -4.09981  -0.42227  -2.11680  -0.70
C  -1.76627  -0.15132  -1.64624  -0.88
N  -0.91204  0.36014  -0.60164  0.12
C  -1.04728  1.68874  -0.18073  1.28
C  -2.07997  2.50656  -0.63739  -0.73
C  -2.16258  3.82229  -0.21852  -0.83
C  -1.23262  4.34345  0.66325  -0.49
C  -0.20776  3.53300  1.12105  -0.91
C  -0.10781  2.22037  0.70003  -0.10
S  -0.35403  -0.78063  0.51446  1.50
O  -0.86528  -0.46785  1.82064  -0.71
O  -0.67922  -2.06806  -0.02711  -0.82
C  1.41942  -0.60482  0.48685  -1.06
C  2.13867  -0.57893  1.65762  -0.47
C  3.52408  -0.48803  1.59845  -0.65
C  4.17502  -0.43022  0.37563  0.94
O  5.51355  -0.34070  0.20826  -0.41
C  6.33844  -0.31297  1.34980  -0.94
C  3.41844  -0.46571  -0.82629  0.78
O  4.13691  -0.40618  -1.97014  -0.46
C  3.44652  -0.45720  -3.19743  -0.88
C  2.03974  -0.55613  -0.75264  -0.48
H  -3.00156  -3.06320  0.29776  0.08
H  -4.62226  -3.45466  -0.28676  0.32
H  -4.00873  -4.19895  1.19304  0.37
H  -3.94134  -1.92833  2.27099  0.28
H  -5.58078  -2.41010  1.81383  0.35
H  -5.16604  -0.05791  1.20674  0.29
H  -5.40958  -1.03282  -0.26443  0.49
H  -2.70845  -0.42834  0.71450  0.08
H  -1.70779  0.49168  -2.52861  0.48
H  -1.38488  -1.14118  -1.91079  0.46
H  -2.82862  2.12208  -1.31080  0.35
H  -2.97007  4.44002  -0.58243  0.40
H  -1.30584  5.36897  0.99129  0.39
H  0.52674  3.92434  1.80908  0.41
H  0.69692  1.60038  1.05796  0.14
H  1.61817  -0.62049  2.60039  0.50
H  4.08504  -0.46632  2.51812  0.40
H  6.12730  0.55844  1.97732  0.37
H  6.23274  -1.22569  1.94418  0.38
H  7.35666  -0.24562  0.97085  0.24
H  2.88531  -1.39052  -3.30323  0.35
H  4.21609  -0.40875  -3.96578  0.23
H  2.76630  0.39274  -3.31048  0.35
H  1.42274  -0.58941  -1.63425  0.44

***

Formula: C5H15NO
Source: the OMol25 dataset
Level of theory: ωB97M-V/def2-TZVPD

relative energy (zero: lowest compared OMol25 entry of this formula, charge and spin) = 94.2 kJ/mol
orbital gap = 9.061 eV
net charge = 0
2S+1 = 1

Last column: Mulliken charge in e.
Geometry (Å):
C  2.27579  -0.79200  0.10189  -1.18
C  1.82990  0.06265  1.28162  -0.33
C  0.49835  -0.38694  1.89690  -0.71
N  -0.50863  -0.80581  0.93394  -0.10
C  -1.72350  -0.02990  0.79046  -0.49
C  -1.93433  0.55265  -0.60178  -1.18
H  1.46453  -0.84193  -0.63794  0.27
H  2.47178  -1.84487  0.35254  0.30
H  3.16140  -0.40283  -0.39323  0.36
H  2.56442  -0.06708  2.08438  0.29
H  1.80777  1.09366  0.92603  0.26
H  0.05811  0.43485  2.46819  0.28
H  0.68283  -1.21493  2.57366  0.46
H  -0.65087  -1.79993  0.92432  0.22
H  -2.61816  -0.58532  1.09191  0.34
H  -1.69426  0.81984  1.48674  0.23
H  -2.90409  1.04477  -0.64890  0.42
H  -1.17082  1.28457  -0.84356  0.25
H  -1.86092  -0.21614  -1.36442  0.29
O  -0.80235  1.17417  -3.80668  -0.59
H  0.05776  1.60942  -3.90555  0.30
H  -1.00472  0.91113  -4.71052  0.30

***

Formula: C3H11NO
Source: the OMol25 dataset
Level of theory: ωB97M-V/def2-TZVPD

relative energy (zero: lowest compared OMol25 entry of this formula, charge and spin) = 135.6 kJ/mol
orbital gap = 10.038 eV
net charge = 0
2S+1 = 1

Last column: Mulliken charge in e.
Geometry (Å):
C  0.65493  2.17944  0.35072  -1.12
C  0.63259  1.00201  -0.60323  -0.23
N  1.59968  -0.03224  -0.13328  -0.54
H  0.18609  3.07292  -0.08130  0.35
H  1.67029  2.56536  0.50106  0.30
H  0.14738  1.94199  1.28196  0.32
H  0.98202  1.28762  -1.60895  0.32
H  -0.35695  0.56473  -0.74071  0.13
H  2.53220  0.19852  -0.43496  0.25
H  1.58837  0.04536  0.87720  0.22
C  -1.89431  -1.95105  0.22096  -0.60
O  -0.86371  -2.27421  -0.69332  -0.49
H  -2.60078  -1.15440  -0.06005  0.26
H  -1.41192  -1.41378  1.05361  0.22
H  -2.31586  -2.86302  0.61971  0.32
H  -0.54999  -3.16925  -0.54941  0.29